# 1
Computed, not measured: 10 unconnected molecules or ions with the total composition C40H110N10O10, with the ωB97M-V functional and the def2-TZVPD basis.

Values from the calculation:
HOMO = -8.38 eV
E = -78624.0772 eV
Frontier orbital gap = 8.98 eV
LUMO level = 0.59 eV
Maximum force = 6.1 eV/A
ΔE to the lowest compared entry with this formula, charge and spin = 269.58 kcal per mole

Cartesian coordinates (Å):
C 3.038 15.056 11.450
C 2.103 13.852 11.300
C 1.474 13.474 12.648
O 0.733 12.266 12.523
C 0.425 11.748 13.793
N 1.083 14.199 10.312
H 2.549 16.021 11.573
H 3.575 15.187 10.506
H 3.806 14.832 12.192
H 2.696 12.996 10.970
H 0.757 14.267 12.893
H 2.222 13.443 13.446
H -0.257 12.396 14.362
H 1.318 11.575 14.398
H -0.150 10.830 13.668
H 0.563 15.010 10.652
H 0.416 13.435 10.251
C 2.755 16.912 7.422
C 1.234 16.945 7.283
C 0.759 17.438 5.938
O -0.615 17.265 5.619
C -0.947 17.525 4.267
N 0.750 15.592 7.517
H 3.233 16.400 6.588
H 3.074 16.451 8.357
H 3.182 17.919 7.500
H 0.789 17.570 8.073
H 1.373 16.967 5.160
H 0.974 18.515 5.900
H -1.828 16.914 4.072
H -0.152 17.253 3.572
H -1.227 18.577 4.168
H 0.999 15.157 8.401
H -0.195 15.463 7.202
C 1.367 20.600 13.084
C 1.504 21.931 13.816
C 0.762 21.959 15.161
O -0.642 21.979 15.017
C -1.179 23.262 14.769
N 2.958 22.159 13.933
H 1.646 19.748 13.709
H 1.983 20.539 12.182
H 0.369 20.451 12.663
H 1.129 22.716 13.157
H 1.026 22.841 15.764
H 1.045 21.134 15.821
H -0.974 23.627 13.761
H -0.894 23.976 15.547
H -2.259 23.144 14.875
H 3.147 22.961 14.529
H 3.422 21.364 14.363
C -1.356 15.084 16.311
C -2.609 15.124 15.437
C -3.528 16.308 15.732
O -4.086 16.147 17.023
C -4.973 17.245 17.268
N -2.299 15.106 14.010
H -0.814 16.018 16.137
H -0.672 14.309 15.964
H -1.637 14.992 17.356
H -3.277 14.282 15.664
H -4.318 16.446 14.982
H -2.935 17.227 15.637
H -5.761 17.315 16.514
H -4.398 18.173 17.212
H -5.373 17.063 18.261
H -1.701 14.327 13.761
H -3.132 15.061 13.436
C 4.158 24.002 10.563
C 4.688 22.583 10.607
C 5.666 22.320 9.482
O 5.035 22.705 8.278
C 5.749 22.443 7.093
N 5.231 22.313 11.923
H 4.846 24.823 10.776
H 3.405 24.006 11.360
H 3.649 24.285 9.643
H 3.785 21.962 10.482
H 5.880 21.241 9.420
H 6.623 22.841 9.589
H 5.765 21.354 6.979
H 6.808 22.725 7.171
H 5.378 22.974 6.222
H 5.521 21.345 11.975
H 4.492 22.522 12.592
C -5.555 17.132 11.178
C -4.479 18.191 11.108
C -3.670 18.121 9.815
O -2.846 16.959 9.783
C -2.117 16.873 8.579
N -5.158 19.503 11.145
H -6.230 17.318 12.018
H -5.154 16.131 11.338
H -6.154 17.139 10.265
H -3.741 18.117 11.913
H -2.984 18.981 9.818
H -4.269 18.175 8.898
H -1.401 17.692 8.470
H -2.815 16.810 7.739
H -1.519 15.966 8.596
H -4.639 20.300 10.797
H -5.963 19.359 10.545
C 0.853 17.576 13.374
C -0.093 17.819 12.195
C 0.588 18.304 10.936
O 1.374 19.456 11.109
C 2.273 19.615 10.038
N -0.798 16.590 11.807
H 0.499 18.090 14.267
H 1.861 17.929 13.149
H 0.904 16.522 13.647
H -0.860 18.550 12.493
H -0.131 18.391 10.110
H 1.195 17.449 10.599
H 2.827 20.543 10.204
H 1.768 19.737 9.074
H 3.032 18.826 10.013
H -1.242 16.184 12.633
H -1.526 16.843 11.133
C -0.537 22.365 12.636
C -0.277 22.604 11.145
C 1.191 22.972 10.798
O 1.525 24.313 11.071
C 1.023 25.255 10.137
N -0.696 21.382 10.445
H -1.528 21.944 12.791
H -0.428 23.306 13.178
H 0.126 21.620 13.089
H -0.945 23.392 10.786
H 1.507 22.739 9.772
H 1.826 22.336 11.424
H -0.020 25.027 9.924
H 1.677 25.308 9.261
H 1.118 26.238 10.599
H -0.208 20.619 10.922
H -0.330 21.325 9.494
C -4.454 22.158 13.581
C -3.706 20.884 13.959
C -2.984 21.007 15.307
O -2.154 19.897 15.535
C -0.988 20.136 16.270
N -4.676 19.761 14.093
H -3.789 23.024 13.538
H -5.144 22.380 14.399
H -4.959 22.009 12.631
H -3.001 20.651 13.150
H -3.667 21.242 16.125
H -2.349 21.891 15.135
H -1.197 20.486 17.294
H -0.374 20.969 15.903
H -0.418 19.218 16.370
H -4.168 19.032 14.588
H -4.785 19.440 13.120
C 2.641 21.179 6.037
C 1.431 22.013 5.632
C 0.468 22.264 6.800
O -0.008 21.116 7.493
C -1.052 20.416 6.810
N 1.977 23.272 5.081
H 3.365 21.184 5.224
H 2.321 20.133 6.112
H 3.127 21.394 6.989
H 0.918 21.548 4.787
H -0.317 22.978 6.539
H 1.090 22.695 7.588
H -1.943 21.048 6.849
H -1.273 19.436 7.219
H -0.761 20.292 5.765
H 1.265 24.000 5.056
H 2.693 23.626 5.709

***

# 2
Computed, not measured: 11 unconnected molecules or ions with the total composition C40H111N9O11, with the ωB97M-V functional and the def2-TZVPD basis.

Values from the calculation:
HOMO (spin up / spin down) = 0.77 / -6.81 eV
E = -79202.0700 eV
Net charge = -1
Frontier orbital gap (spin up / spin down) = 1.37 / 8.94 eV
LUMO level (spin up / spin down) = 2.14 / 2.13 eV
Maximum force = 4.3 eV/A
ΔE to the lowest compared entry with this formula, charge and spin = 67.59 kcal per mole
Multiplicity = 2

Cartesian coordinates (Å):
C 15.992 4.668 -0.278
C 16.073 3.931 1.021
C 15.346 4.804 2.128
O 15.234 4.243 3.383
C 16.380 4.344 4.269
N 15.531 2.604 0.868
H 16.679 5.514 -0.282
H 14.987 4.907 -0.625
H 16.621 4.054 -0.922
H 17.066 3.727 1.421
H 14.269 4.870 1.971
H 15.630 5.856 2.121
H 17.135 3.716 3.795
H 16.115 3.679 5.091
H 16.680 5.297 4.705
H 15.167 2.163 1.701
H 14.718 2.582 0.270
C 20.197 -0.815 -5.245
C 20.845 -2.222 -5.277
C 22.257 -2.235 -5.825
O 22.763 -3.580 -5.835
C 24.037 -3.630 -6.340
N 20.833 -2.572 -3.851
H 19.917 -0.488 -6.247
H 20.818 -0.041 -4.796
H 19.335 -0.866 -4.580
H 20.175 -2.856 -5.858
H 22.858 -1.524 -5.258
H 22.265 -1.870 -6.852
H 24.597 -2.843 -5.835
H 23.994 -3.446 -7.413
H 24.338 -4.638 -6.052
H 21.334 -3.448 -3.886
H 19.840 -2.724 -3.748
C 18.515 -5.204 5.175
C 18.556 -5.821 3.830
C 18.700 -4.706 2.801
O 17.505 -3.947 2.722
C 17.358 -2.934 1.677
N 19.752 -6.638 3.715
H 18.377 -6.059 5.838
H 17.731 -4.513 5.486
H 19.353 -4.654 5.601
H 17.689 -6.450 3.629
H 18.877 -5.109 1.804
H 19.577 -4.083 2.974
H 18.344 -2.483 1.559
H 16.507 -2.264 1.800
H 17.117 -3.430 0.737
H 19.558 -7.460 4.269
H 19.793 -7.072 2.804
C 16.645 0.441 -11.407
C 15.820 1.146 -10.342
C 14.951 0.201 -9.507
O 14.091 1.193 -9.003
C 13.102 0.575 -8.212
N 16.639 2.003 -9.551
H 17.299 1.237 -11.763
H 15.983 0.189 -12.235
H 17.175 -0.452 -11.074
H 15.168 1.693 -11.024
H 15.448 -0.353 -8.710
H 14.461 -0.577 -10.093
H 13.489 -0.214 -7.567
H 12.310 0.142 -8.822
H 12.727 1.407 -7.616
H 16.098 2.461 -8.832
H 17.240 1.371 -9.040
C 20.439 -0.581 0.807
C 21.807 -1.224 0.358
C 22.897 -1.523 1.378
O 23.085 -0.485 2.280
C 23.984 -0.706 3.368
N 21.414 -2.529 -0.280
H 20.300 0.488 0.646
H 20.288 -0.727 1.877
H 19.592 -1.101 0.359
H 22.240 -0.532 -0.363
H 23.861 -1.630 0.880
H 22.808 -2.458 1.931
H 24.195 0.155 4.001
H 24.975 -1.051 3.074
H 23.558 -1.435 4.057
H 22.234 -3.107 -0.165
H 21.481 -2.160 -1.218
C 17.234 -1.183 -1.718
C 16.509 0.182 -1.514
C 15.431 0.502 -2.583
O 15.851 0.358 -3.964
C 14.757 0.323 -4.809
N 15.996 0.069 -0.106
H 17.746 -1.593 -0.847
H 17.805 -1.087 -2.641
H 16.428 -1.909 -1.820
H 17.232 0.989 -1.394
H 14.908 1.447 -2.435
H 14.601 -0.187 -2.425
H 13.987 -0.429 -4.636
H 15.059 0.104 -5.833
H 14.111 1.191 -4.942
H 15.810 0.980 0.288
H 16.831 -0.145 0.419
C 9.338 -1.957 -1.412
C 10.773 -1.782 -0.887
C 11.881 -2.190 -1.965
O 11.714 -3.486 -2.423
C 12.016 -4.498 -1.449
N 10.921 -0.342 -0.534
H 8.627 -1.989 -0.585
H 9.433 -2.973 -1.795
H 8.977 -1.163 -2.065
H 11.087 -2.258 0.042
H 12.860 -1.853 -1.624
H 11.758 -1.549 -2.839
H 11.146 -4.666 -0.815
H 12.937 -4.379 -0.878
H 12.140 -5.397 -2.052
H 11.825 -0.307 -0.085
H 10.276 0.070 0.126
C 18.739 3.632 -4.313
C 17.919 3.178 -5.470
C 16.481 3.841 -5.527
O 15.738 3.243 -6.570
C 14.365 3.786 -6.649
N 18.770 3.237 -6.709
H 18.259 3.693 -3.337
H 19.045 4.663 -4.491
H 19.563 2.925 -4.214
H 17.681 2.124 -5.322
H 16.505 4.905 -5.762
H 16.039 3.697 -4.541
H 13.732 3.436 -7.464
H 14.393 4.874 -6.583
H 13.847 3.409 -5.768
H 18.252 2.691 -7.383
H 18.734 4.218 -6.947
C 11.900 4.650 -0.987
C 12.165 3.422 -0.052
C 10.964 2.647 0.552
O 10.302 3.599 1.224
C 9.055 3.139 1.760
N 12.978 2.284 -0.587
H 11.251 4.354 -1.812
H 12.770 5.030 -1.522
H 11.466 5.386 -0.310
H 12.690 3.906 0.772
H 11.327 1.890 1.248
H 10.354 2.181 -0.221
H 8.362 3.963 1.925
H 9.299 2.664 2.711
H 8.460 2.483 1.125
H 12.668 1.994 -1.503
H 12.682 1.421 -0.153
C 16.504 -4.697 -3.248
C 16.554 -3.841 -4.520
O 17.883 -3.609 -4.787
H 17.014 -4.240 -2.401
H 17.041 -5.616 -3.482
H 15.456 -4.997 -3.221
H 16.128 -2.862 -4.300
H 16.048 -4.347 -5.343
H 17.960 -3.099 -5.596
C 11.876 -0.800 2.785
C 13.310 -0.713 2.312
O 13.395 -0.170 0.984
H 11.648 -1.367 3.688
H 11.251 -1.413 2.136
H 11.484 0.203 2.956
H 13.855 -1.655 2.264
H 13.907 -0.067 2.956
H 14.326 -0.064 0.777

***

Question: Which formula does entry 1 have?
Answer: C40H110N10O10

***

Question: Which of these has the highest maximum force?
Answer: C40H110N10O10

***

Question: Number 2 is which compound?
Answer: C40H111N9O11